The following is a DFT calculation (ωB97M-V/def2-TZVPD) of a 2-piece molecular cluster, C4H10NO3 overall in a non-equilibrium geometry.

The energy is -11944.5190 eV. For the maximum force, the calculation gives 2.696 eV/Å. The HOMO energy is -4.748 eV. For the molecular weight, the calculation gives 120.128 g mol⁻¹. For the LUMO energy, the calculation gives 3.8 eV.

Structure (ORCA input):
```
! RIJCOSX wB97M-V def2-TZVPD def2/J DEFGRID3
* xyz -1 1
C -2.29 -0.68 0.86
C -0.79 -0.48 0.66
C -0.58 0.25 -0.68
C 0.83 0.82 -0.88
O 1.76 0.18 -0.30
O 0.96 1.92 -1.44
N -0.19 -1.87 0.50
H -2.41 -1.67 1.34
H -2.79 -0.99 -0.05
H -2.75 -0.04 1.60
H -0.32 -0.01 1.52
H -0.83 -0.44 -1.50
H -1.39 0.98 -0.85
H -0.29 -2.11 -0.47
H 0.80 -1.67 0.59
H 3.41 2.57 -0.77
H 3.06 1.33 0.05
O 3.82 1.91 -0.18
*
```